No. 1
88
Properties=species:S:1:pos:R:3:forces:R:3:lowdin_charge:R:1 method="wB97M-V/def2-TZVPD" relative_energy_kcal_mol=48.22 s_squared=0.805 multiplicity=2 orbital_gap_ev="3.64 / 3.54" largest_force_ev_per_a=5.289 total_charge=-2 homo_energy_ev="0.28 / 0.38"
V -1.0037 0.1739 -0.2957 -2.1 1.3 -2.2 0.425
C -0.6188 -3.2785 -2.4105 -0.2 0.6 0.2 -0.035
C -0.9605 -2.4625 -1.1845 -0.3 -2.3 0.4 -0.470
O -0.7673 -1.1951 -1.2334 0.3 -3.2 -3.0 -0.319
C -1.4688 -3.0454 -0.0406 0.4 0.4 -0.4 -0.050
C -1.6848 -2.3132 1.1428 -0.1 -0.8 0.6 -0.397
C -2.4092 -2.9336 2.3052 0.2 0.3 -0.2 -0.056
N -1.2688 -1.0624 1.2476 0.1 -0.1 -0.5 -0.158
N -1.4172 -0.4264 2.4114 -0.1 0.5 1.3 0.081
C -1.3120 0.8796 2.2227 -0.1 -1.0 -0.2 -0.494
O -1.1220 1.3060 1.0172 -0.1 3.4 4.1 -0.273
C -1.4990 1.7841 3.3366 -0.1 0.6 0.3 -0.137
C -1.5394 3.1687 3.1206 0.1 -0.4 -0.2 -0.025
C -1.7904 4.0359 4.1605 0.0 0.2 0.3 -0.113
C -1.9977 3.5506 5.4471 0.0 0.0 0.0 -0.132
C -1.9477 2.1784 5.6748 0.0 0.3 0.2 -0.119
C -1.7041 1.3052 4.6386 0.1 -0.1 -0.3 -0.041
H -1.2970 -3.0214 -3.2259 0.0 0.0 -0.2 0.072
H -0.6873 -4.3430 -2.1998 0.0 -0.1 0.0 0.064
H 0.3947 -3.0317 -2.7296 0.1 -0.1 -0.1 0.056
H -1.7090 -4.0997 -0.0546 0.0 -0.1 0.0 0.098
H -2.7241 -3.9476 2.0726 0.0 -0.1 0.0 0.063
H -3.2839 -2.3214 2.5277 -0.1 0.0 0.2 0.070
H -1.7708 -2.9348 3.1872 0.0 -0.1 0.2 0.047
H -1.3969 3.5350 2.1136 0.0 0.0 -0.1 0.114
H -1.8293 5.1025 3.9738 0.0 0.0 0.0 0.090
H -2.2070 4.2311 6.2622 0.0 0.0 0.0 0.080
H -2.1046 1.7934 6.6766 0.0 0.0 0.0 0.088
H -1.6892 0.2388 4.8019 0.0 -0.1 0.0 0.100
C 3.9512 0.9974 0.0806 0.2 -0.2 0.1 -0.165
N 2.8047 0.0965 0.0445 -0.5 0.3 -0.4 -0.513
P 1.7407 0.0640 1.4470 0.5 -0.4 0.2 1.086
C 3.1166 0.1392 2.6841 0.1 -0.1 0.6 -0.355
C 3.1444 1.1885 3.6014 -0.3 -0.1 -0.5 -0.100
C 4.1398 1.2718 4.5551 0.5 -0.1 0.4 -0.102
C 5.1245 0.2924 4.6238 -0.2 0.2 0.0 -0.107
C 5.0886 -0.7744 3.7339 0.3 0.0 0.2 -0.097
C 4.0970 -0.8554 2.7808 -0.2 0.3 -0.2 -0.093
C 1.5406 -1.7538 1.5999 0.0 -0.1 0.0 -0.370
C 1.8546 -2.6440 0.5862 0.0 0.1 0.1 -0.112
C 1.7080 -4.0060 0.7783 0.0 -0.2 0.1 -0.091
C 1.2422 -4.4879 1.9889 0.1 -0.1 -0.1 -0.103
C 0.9160 -3.6016 3.0046 0.0 0.0 0.2 -0.101
C 1.0654 -2.2418 2.8131 0.0 0.0 0.0 -0.114
P 1.8765 -0.0408 -1.4110 1.0 0.7 0.2 1.064
C 3.2970 -0.3784 -2.5422 0.0 -0.2 -0.9 -0.314
C 3.9323 0.5902 -3.3364 -0.2 -0.2 0.6 -0.108
C 4.9086 0.2427 -4.2443 0.4 -0.1 -0.3 -0.097
C 5.2931 -1.0820 -4.4016 -0.2 0.0 0.2 -0.105
C 4.6608 -2.0588 -3.6382 0.5 0.0 -0.4 -0.102
C 3.6735 -1.7132 -2.7422 -0.3 0.3 0.4 -0.096
C 1.5490 1.6925 -1.9016 0.1 0.0 -0.1 -0.431
C 1.4400 2.7125 -0.9620 0.1 -0.1 0.1 -0.132
C 1.1201 3.9964 -1.3640 0.1 0.2 -0.1 -0.098
C 0.8948 4.2736 -2.7031 0.1 0.0 0.1 -0.114
C 0.9626 3.2556 -3.6397 0.1 0.0 -0.1 -0.122
C 1.2781 1.9708 -3.2413 0.0 0.0 0.2 -0.183
H 4.8199 0.4629 0.4785 0.0 0.1 0.0 0.076
H 3.7808 1.8742 0.7104 0.0 0.1 -0.1 0.072
H 4.1880 1.3313 -0.9289 0.0 0.1 0.1 0.060
H 2.3693 1.9432 3.5538 -0.1 0.1 0.0 0.100
H 4.1581 2.0991 5.2531 0.0 0.0 0.0 0.094
H 5.9038 0.3514 5.3729 0.0 0.0 0.0 0.089
H 5.8499 -1.5437 3.7894 0.0 0.0 0.0 0.095
H 4.0782 -1.6839 2.0864 0.0 -0.1 0.0 0.109
H 2.2072 -2.2591 -0.3589 0.0 -0.2 0.1 0.035
H 1.9528 -4.6902 -0.0236 0.0 -0.1 -0.1 0.097
H 1.1217 -5.5529 2.1395 0.0 -0.1 0.0 0.090
H 0.5355 -3.9754 3.9479 0.0 0.0 0.0 0.097
H 0.7927 -1.5392 3.5906 -0.1 0.0 0.1 0.106
H 3.6588 1.6317 -3.2372 0.0 0.0 0.0 0.097
H 5.3824 1.0161 -4.8364 0.0 0.0 0.0 0.097
H 6.0570 -1.3495 -5.1191 0.0 0.0 0.0 0.090
H 4.9473 -3.0960 -3.7586 0.0 -0.1 0.0 0.095
H 3.1820 -2.4935 -2.1758 -0.1 0.0 0.0 0.086
H 1.5656 2.4921 0.0937 0.0 0.1 -0.1 0.079
H 1.0243 4.7780 -0.6243 0.0 0.1 0.1 0.100
H 0.6132 5.2689 -3.0120 0.0 0.1 0.0 0.093
H 0.7444 3.4527 -4.6799 -0.1 0.0 -0.1 0.100
H 1.2978 1.1616 -3.9618 0.0 0.1 -0.1 0.114
S -6.9378 3.5114 -3.3794 -0.5 0.4 -0.3 0.358
C -5.6523 2.7293 -2.6978 0.6 -0.4 0.3 -1.552
S -5.8275 1.4289 -1.5599 0.7 0.6 -0.5 0.849
C -4.1102 1.1041 -1.3089 -0.1 0.4 -0.3 -1.168
C -3.2457 1.9046 -1.9923 -1.1 -0.1 0.1 -1.122
S -1.5349 1.8328 -1.9555 0.6 0.4 -0.5 0.652
S -3.9935 3.1133 -3.0380 -0.6 -0.5 0.5 0.849
S -3.6725 -0.1729 -0.2614 0.6 -0.2 0.2 0.615

***

No. 2
83
Properties=species:S:1:pos:R:3:forces:R:3:lowdin_charge:R:1 method="wB97M-V/def2-TZVPD" relative_energy_kcal_mol=94.64 s_squared=0.752 multiplicity=2 orbital_gap_ev="4.99 / 5.00" largest_force_ev_per_a=4.284 total_charge=+1 homo_energy_ev="-9.71 / -9.70"
C -1.8884 -0.4428 3.7928 -0.6 -0.3 -0.5 -0.138
C -2.4052 -0.3679 2.4627 -0.8 -1.0 0.3 -0.203
C -2.4777 -1.7143 1.9499 -0.7 0.0 0.6 -0.286
H -2.8061 0.5294 1.9748 0.2 -0.4 0.2 0.113
C -1.8705 -2.5855 2.9295 -0.9 0.6 0.0 -0.192
C -1.5796 -1.7898 4.0841 -0.2 -0.1 -0.7 -0.117
H -1.2875 -2.1839 5.0628 0.2 0.2 -0.6 0.118
H -1.9008 0.3760 4.5191 0.3 -0.3 -0.5 0.118
H -2.8648 -2.0161 0.9666 0.1 0.2 0.7 0.106
H -1.7591 -3.6748 2.8540 -0.1 0.6 0.0 0.125
Ce -0.1016 -1.2388 1.5122 1.8 2.6 2.6 0.816
Si -1.1329 -0.9816 -3.3898 -0.4 0.5 -3.9 0.776
C -0.6807 0.5631 -4.4414 -0.3 0.0 0.0 -0.319
C 0.5336 0.6354 -5.1615 0.4 0.3 0.0 -0.153
H 1.2142 -0.2220 -5.1826 -0.2 0.3 0.1 0.109
C 0.8778 1.7624 -5.9349 -0.2 0.0 0.1 -0.079
H 1.8113 1.7772 -6.5145 -0.5 0.0 0.4 0.117
C 0.0089 2.8560 -5.9721 -0.1 -0.1 0.2 -0.078
H 0.2791 3.7590 -6.5305 -0.1 -0.4 0.2 0.114
C -1.2137 2.7943 -5.2855 -0.2 -0.2 0.0 -0.075
H -1.8975 3.6533 -5.3156 0.3 -0.5 -0.1 0.115
C -1.5734 1.6393 -4.5702 0.3 0.4 0.0 -0.094
H -2.5548 1.5747 -4.0884 0.3 0.2 -0.1 0.110
C -0.3331 -2.2866 -4.5282 -0.2 -0.6 0.7 -0.270
C -0.5547 -2.2302 -5.9233 0.2 0.1 0.1 -0.103
H -1.3251 -1.5707 -6.3324 0.3 -0.1 0.1 0.114
C 0.2301 -2.9797 -6.8042 -0.1 0.0 0.3 -0.072
H 0.0942 -2.8878 -7.8796 -0.1 0.0 0.2 0.109
C 1.2219 -3.8304 -6.3097 -0.1 0.1 0.3 -0.073
H 1.8757 -4.3799 -6.9917 -0.3 0.2 0.3 0.112
C 1.3458 -3.9877 -4.9297 0.0 -0.2 0.0 -0.076
H 2.0714 -4.6872 -4.5277 -0.1 0.0 -0.1 0.105
C 0.5487 -3.2574 -4.0436 0.2 0.2 -0.4 -0.090
H 0.6149 -3.4340 -2.9715 0.3 0.1 -0.2 0.084
H -2.6113 -1.1087 -3.4685 0.1 0.0 0.4 0.040
Si 1.4108 1.5000 -2.4164 -2.9 -2.5 1.9 0.977
C 0.8230 -0.1431 -1.6521 0.0 1.8 0.2 -0.312
C -0.6513 -0.5468 -1.6497 -0.1 0.3 -0.4 -0.378
H -1.4099 0.2538 -1.4941 0.7 -0.4 -0.1 0.113
C -1.0797 -1.8064 -1.0105 1.6 -2.6 0.9 -0.200
H -2.1259 -2.1139 -1.1325 0.4 0.2 0.3 0.122
C -0.1008 -2.7194 -0.5327 -2.9 0.8 -1.9 -0.230
H -0.4200 -3.6815 -0.0932 0.2 0.4 -0.4 0.154
C 1.2408 -2.3121 -0.5207 2.1 0.4 -0.5 -0.244
H 1.9731 -2.9831 -0.0568 -0.3 0.5 -0.3 0.101
C 1.6768 -1.0657 -1.0512 0.2 -1.9 0.3 -0.113
H 2.7451 -0.8507 -0.9597 -0.3 0.0 -0.1 0.132
C 0.1135 2.6662 -1.7379 -0.7 1.1 -0.1 -0.317
C -0.7743 2.3220 -0.6926 -0.3 -0.2 -0.2 -0.163
H -0.6562 1.3894 -0.1291 0.0 0.4 -0.4 0.064
C -1.8754 3.0971 -0.3385 0.2 0.1 0.1 -0.071
H -2.5809 2.7296 0.4099 0.3 0.2 -0.1 0.110
C -2.0733 4.3377 -0.9362 0.3 0.2 -0.5 -0.064
H -2.9221 4.9719 -0.6666 0.3 -0.3 -0.1 0.115
C -1.1521 4.7600 -1.9026 0.2 0.2 -0.1 -0.070
H -1.2741 5.7297 -2.3998 0.0 -0.4 0.3 0.113
C -0.0683 3.9510 -2.2865 -0.5 -0.1 0.0 -0.104
H 0.6071 4.3095 -3.0712 -0.3 -0.1 0.3 0.106
H 2.6076 1.9751 -1.8615 1.9 0.2 0.1 -0.039
Cl 2.1276 -1.9767 2.4747 0.7 -0.6 0.1 0.169
C 1.8580 -2.6861 8.2479 0.0 -0.1 -0.2 -0.066
C 1.7257 -1.2964 8.3681 0.0 0.1 -0.3 -0.066
C 1.4873 -0.5189 7.2376 -0.1 -0.5 0.2 -0.014
C 1.3403 -1.1576 5.9934 -0.5 -0.4 0.9 -0.265
C 1.5222 -2.5497 5.8615 -0.2 0.8 0.0 -0.038
C 1.7742 -3.3117 6.9966 0.0 0.3 -0.1 -0.068
N 0.9319 -0.4325 4.8626 0.0 2.6 0.0 0.076
N 0.6189 0.7803 5.1424 1.0 -2.3 0.4 0.061
C 0.5702 1.6730 4.0796 -1.0 0.0 -1.2 -0.307
C 0.4782 3.0230 4.4810 0.2 -1.2 -0.3 0.009
C 0.4753 4.0008 3.5122 -0.2 -0.3 -0.7 -0.034
C 0.6316 3.5866 2.1767 0.3 0.0 0.2 -0.035
C 0.8193 2.2297 1.8882 -0.4 0.1 0.3 -0.124
N 0.6080 1.2431 2.7900 1.2 1.2 0.1 0.078
H 2.0381 -3.3010 9.1278 0.0 0.2 -0.1 0.108
H 1.8035 -0.8063 9.3360 0.0 -0.2 -0.1 0.107
H 1.3623 0.5640 7.2799 0.1 -0.5 0.2 0.105
H 1.4439 -2.9514 4.8523 0.0 -0.1 0.4 0.059
H 1.9034 -4.3867 6.8858 0.0 0.2 0.2 0.109
H 0.4156 3.1703 5.5512 0.0 0.3 -0.1 0.118
H 0.3521 5.0451 3.7768 0.0 -0.1 -0.1 0.117
H 0.6027 4.3052 1.3584 0.3 -0.2 0.2 0.112
H 1.1673 1.9213 0.8898 -0.5 0.1 0.4 0.104

***

No. 3
81
Properties=species:S:1:pos:R:3:forces:R:3:lowdin_charge:R:1 method="wB97M-V/def2-TZVPD" relative_energy_kcal_mol=26.86 multiplicity=1 orbital_gap_ev=7.26 largest_force_ev_per_a=1.636 total_charge=+1 homo_energy_ev=-10.27
Pt 0.5047 -0.1244 0.1797 0.5 0.7 -1.4 0.586
I 0.6973 2.2895 -0.8545 0.5 -0.5 -0.1 1.204
C -0.9956 2.5045 -2.0693 -0.2 0.2 0.0 -0.577
C -1.5659 3.7430 -1.9504 0.0 0.0 0.1 -0.167
C -2.5488 4.1768 -2.8608 0.0 0.0 0.0 -0.058
C -2.8619 3.3849 -3.9215 0.0 0.0 0.0 -0.015
C -2.2794 2.1025 -4.0686 -0.1 0.0 -0.1 -0.155
C -2.5535 1.3497 -5.2382 0.0 0.0 0.0 -0.008
C -1.9765 0.1324 -5.4379 0.0 0.0 0.1 -0.041
C -1.2099 -0.4314 -4.4014 0.0 -0.1 -0.1 -0.072
C -0.9626 0.2326 -3.2236 0.1 -0.1 -0.2 -0.307
P -0.4809 -0.8505 -1.8489 -0.9 0.0 1.0 0.902
C 0.7771 -1.9637 -2.5089 0.1 0.0 0.0 -0.368
C 0.4778 -3.2529 -2.9428 0.0 0.0 0.0 -0.088
C 1.4841 -4.0650 -3.4458 0.0 0.0 0.0 -0.063
C 2.7861 -3.5937 -3.5187 0.0 0.0 0.0 -0.064
C 3.0894 -2.3099 -3.0851 0.0 0.0 0.0 -0.061
C 2.0911 -1.4973 -2.5757 0.0 0.0 0.0 -0.095
C -1.9858 -1.8399 -1.5774 0.0 -0.1 -0.4 -0.380
C -1.9120 -2.9157 -0.6912 0.1 0.0 0.0 -0.131
C -3.0473 -3.6365 -0.3618 0.0 0.0 0.0 -0.062
C -4.2789 -3.2768 -0.8942 0.0 0.0 0.0 -0.065
C -4.3635 -2.2053 -1.7695 0.0 0.0 0.0 -0.064
C -3.2224 -1.4945 -2.1175 0.0 0.0 0.0 -0.086
C -1.3965 1.5861 -3.0827 0.2 0.1 0.1 -0.201
H -1.2354 4.4174 -1.1709 0.0 0.0 0.0 0.090
H -2.9927 5.1555 -2.7428 0.0 0.0 0.0 0.115
H -3.5504 3.7272 -4.6837 0.0 0.0 0.0 0.122
H -3.2095 1.7816 -5.9838 0.0 0.0 0.0 0.123
H -2.1479 -0.4277 -6.3465 0.0 0.0 0.0 0.117
H -0.8645 -1.4524 -4.5173 0.0 0.0 0.0 0.113
H -0.5367 -3.6267 -2.8894 0.0 0.0 0.0 0.106
H 1.2490 -5.0666 -3.7802 0.0 0.0 0.0 0.111
H 3.5693 -4.2293 -3.9104 0.0 0.0 0.0 0.111
H 4.1065 -1.9449 -3.1324 0.0 0.0 0.0 0.112
H 2.3458 -0.5084 -2.2120 0.0 0.0 0.0 0.083
H -0.9575 -3.1944 -0.2608 0.0 0.0 0.0 0.101
H -2.9722 -4.4774 0.3150 0.0 0.0 0.0 0.112
H -5.1678 -3.8343 -0.6305 0.0 0.0 0.0 0.110
H -5.3192 -1.9235 -2.1921 0.0 0.0 0.0 0.111
H -3.3097 -0.6666 -2.8096 0.0 0.0 0.0 0.101
C 4.4692 -0.5039 3.7578 0.0 0.0 0.0 -0.043
C 4.6314 0.0391 2.3315 0.1 0.0 0.0 -0.631
C 5.1869 1.4670 2.3884 0.0 0.0 0.0 -0.049
C 5.5963 -0.8543 1.5405 0.0 0.0 0.0 -0.053
C 3.3179 0.0352 1.6694 -0.1 -0.1 -0.2 -0.143
C 2.2466 -0.0289 1.1045 -0.3 0.5 1.0 -0.285
H 5.4360 -0.5127 4.2655 0.0 0.0 0.0 0.089
H 4.0762 -1.5210 3.7451 0.0 0.0 0.0 0.088
H 3.7826 0.1204 4.3329 0.0 0.0 0.0 0.063
H 6.1698 1.4658 2.8633 0.0 0.0 0.0 0.088
H 4.5281 2.1168 2.9673 0.0 0.0 0.0 0.070
H 5.2890 1.8863 1.3869 0.0 0.0 0.0 0.086
H 6.5676 -0.8856 2.0385 0.0 0.0 0.0 0.086
H 5.7405 -0.4677 0.5310 0.0 0.0 0.0 0.084
H 5.2122 -1.8720 1.4659 0.0 0.0 0.0 0.086
N -0.4183 -1.2428 1.6036 0.0 -0.5 0.0 -0.482
S -1.1354 -0.5563 2.8770 0.0 -0.2 -0.1 1.106
C -2.1918 0.6595 2.1159 0.1 0.1 0.0 -0.388
C -2.7689 0.3394 0.8952 -0.1 0.1 0.0 -0.097
C -3.6127 1.2605 0.2957 0.0 0.0 0.0 -0.058
C -3.8877 2.4703 0.9179 0.0 0.0 0.0 -0.064
C -3.3283 2.7619 2.1532 0.0 0.0 0.0 -0.056
C -2.4732 1.8541 2.7632 0.0 0.0 0.0 -0.067
C -0.0328 0.4340 3.8480 0.2 0.0 0.1 -0.415
C 0.1315 -0.0005 5.1583 0.0 0.0 0.0 -0.080
C 1.0362 0.6526 5.9828 0.0 0.0 0.0 -0.061
C 1.7697 1.7181 5.4861 0.0 0.1 0.0 -0.066
C 1.6012 2.1453 4.1731 0.0 0.0 0.1 -0.062
C 0.6965 1.5084 3.3456 -0.2 0.0 0.0 -0.103
H -0.1059 -2.1710 1.8572 0.0 0.0 0.1 0.027
H -2.5629 -0.6094 0.4242 0.0 0.0 0.0 0.066
H -4.0585 1.0261 -0.6629 0.0 0.0 0.0 0.108
H -4.5489 3.1838 0.4437 0.0 0.0 0.0 0.112
H -3.5511 3.6985 2.6464 0.0 0.0 0.0 0.114
H -2.0256 2.0848 3.7203 0.0 0.0 0.0 0.116
H -0.4421 -0.8416 5.5280 0.0 0.0 0.0 0.109
H 1.1703 0.3273 7.0052 0.0 0.0 0.0 0.114
H 2.4803 2.2259 6.1252 0.0 0.0 0.0 0.116
H 2.1812 2.9776 3.7970 0.0 0.0 0.0 0.113
H 0.5534 1.8350 2.3257 0.0 0.0 0.0 0.058